[1]
The following is a DFT calculation (ωB97M-V/def2-TZVPD) of a molecular structure, C6H12O in a non-equilibrium geometry.

As for the orbital gap: 0.379 hartree. Its energy above the lowest of the compared OMol25 structures with the same formula, charge and spin is 43.22 kcal/mol.

Each line ends with the Mulliken charge.
CARTESIAN COORDINATES (ANGSTROEM)
C: 0.15 1.88 0.91  -1.64
C: 0.11 0.51 0.34  1.06
O: 1.10 -0.48 1.48  -0.70
C: -1.23 -0.21 0.22  -0.73
C: -0.60 -1.53 -0.25  -0.54
C: 0.21 -1.10 -1.48  -0.63
C: 0.81 0.25 -1.00  -0.83
H: -0.31 1.89 1.90  0.38
H: -0.42 2.58 0.28  0.36
H: 1.18 2.23 0.98  0.35
H: 0.67 -0.53 2.37  0.29
H: -1.75 -0.29 1.18  0.32
H: -1.93 0.29 -0.49  0.30
H: 0.21 -1.67 0.63  0.32
H: -1.33 -2.33 -0.41  0.43
H: -0.38 -0.95 -2.40  0.31
H: 0.99 -1.83 -1.73  0.29
H: 0.63 1.07 -1.71  0.31
H: 1.89 0.20 -0.83  0.34


[2]
The following is a DFT calculation (ωB97M-V/def2-TZVPD) of 2 unconnected molecules or ions with the total composition C6H12O in a non-equilibrium geometry.

As for the orbital gap: 0.336 hartree. The SMILES is C=C(C)/C=C/C.O. Its energy above the lowest of the compared OMol25 structures with the same formula, charge and spin is 54.37 kcal/mol.

Each line ends with the Mulliken charge.
CARTESIAN COORDINATES (ANGSTROEM)
C: 1.82 -0.85 -0.41  -0.88
C: 0.70 -0.25 -0.87  0.62
C: 0.75 0.58 -2.11  -1.44
C: -0.61 -0.59 -0.30  -0.10
C: -0.85 -0.82 1.01  -0.11
C: -2.23 -0.68 1.56  -1.28
H: 2.64 -0.81 -1.12  0.29
H: 1.95 -1.50 0.44  0.30
H: -0.27 0.75 -2.49  0.36
H: 1.17 1.59 -2.10  0.29
H: 1.30 0.14 -2.95  0.37
H: -1.35 -0.85 -1.04  0.33
H: 0.08 -0.74 1.55  0.30
H: -2.81 0.19 1.26  0.30
H: -2.18 -0.84 2.64  0.32
H: -2.77 -1.54 1.14  0.30
O: 0.84 2.24 0.88  -0.62
H: 0.86 2.69 1.74  0.31
H: 0.96 1.31 1.16  0.33


[3]
The following is a DFT calculation (ωB97M-V/def2-TZVPD) of 2 unconnected molecules or ions with the total composition C6H12O in a non-equilibrium geometry.

As for the orbital gap: 0.350 hartree. The SMILES is C=C(C)C(=C)C.O. Its energy above the lowest of the compared OMol25 structures with the same formula, charge and spin is 46.67 kcal/mol.

Each line ends with the Mulliken charge.
CARTESIAN COORDINATES (ANGSTROEM)
C: -0.84 0.94 -0.82  -0.91
C: 0.30 0.98 -0.15  0.65
C: 1.49 1.72 -0.79  -1.28
C: 0.61 0.29 1.13  0.86
C: -0.28 0.26 2.12  -1.07
C: 1.92 -0.42 1.30  -1.38
H: -1.72 0.31 -0.80  0.34
H: -0.89 1.60 -1.69  0.26
H: 1.22 2.78 -0.84  0.34
H: 1.79 1.57 -1.83  0.32
H: 2.39 1.59 -0.20  0.27
H: -0.08 -0.34 2.99  0.24
H: -1.20 0.83 2.19  0.32
H: 2.23 -1.00 0.42  0.34
H: 1.92 -0.92 2.26  0.36
H: 2.78 0.25 1.36  0.31
O: -3.94 -3.88 -2.26  -0.63
H: -3.31 -3.39 -1.72  0.32
H: -4.40 -3.17 -2.69  0.31


[4]
The following is a DFT calculation (ωB97M-V/def2-TZVPD) of a molecular structure, C6H12O.

As for the orbital gap: 0.315 hartree. Its energy above the lowest of the compared OMol25 structures with the same formula, charge and spin is 147.49 kcal/mol.

Each line ends with the Mulliken charge.
CARTESIAN COORDINATES (ANGSTROEM)
C: 1.52 -1.26 0.88  -1.51
C: 0.27 -0.76 0.14  0.68
C: -0.95 -1.63 0.43  -1.46
C: -0.02 0.67 0.53  -0.10
O: 0.89 1.69 0.01  -0.39
C: -0.37 1.66 -0.46  0.14
C: -1.02 1.86 -1.69  -1.05
H: 1.76 -2.28 0.58  0.41
H: 2.38 -0.63 0.66  0.35
H: 1.35 -1.25 1.96  0.34
H: 0.47 -0.77 -0.94  0.27
H: -1.20 -1.62 1.50  0.35
H: -0.76 -2.67 0.14  0.40
H: -1.83 -1.27 -0.13  0.34
H: -0.32 0.85 1.56  0.46
H: -1.02 2.82 0.55  0.08
H: -0.56 2.53 -2.41  0.32
H: -1.37 2.62 -0.47  0.10
H: -1.70 1.08 -2.03  0.27


[5]
The following is a DFT calculation (ωB97M-V/def2-TZVPD) of a single C6H12O molecule.

As for the orbital gap: 0.391 hartree. The SMILES is C[C@@H]1OCC[C@@H]1C. Its energy above the lowest of the compared OMol25 structures with the same formula, charge and spin is 8.31 kcal/mol.

Each line ends with the Mulliken charge.
CARTESIAN COORDINATES (ANGSTROEM)
C: -1.57 1.26 -0.72  -1.63
C: -0.59 0.11 -0.82  0.39
O: -1.15 -0.98 -0.10  -0.45
C: -0.11 -1.90 0.19  -0.45
C: 1.23 -1.16 -0.01  -0.76
C: 0.80 0.31 -0.20  0.40
C: 0.73 1.07 1.12  -1.60
H: -1.79 1.47 0.33  0.39
H: -1.18 2.17 -1.19  0.35
H: -2.51 0.98 -1.21  0.39
H: -0.46 -0.17 -1.88  0.29
H: -0.25 -2.26 1.21  0.29
H: -0.20 -2.77 -0.48  0.30
H: 1.91 -1.30 0.83  0.34
H: 1.76 -1.52 -0.89  0.27
H: 1.47 0.82 -0.90  0.36
H: 1.71 1.16 1.60  0.43
H: 0.34 2.07 0.98  0.34
H: 0.07 0.55 1.82  0.34


[6]
The following is a DFT calculation (ωB97M-V/def2-TZVPD) of a single C6H12O molecule.

As for the orbital gap: 0.398 hartree. The SMILES is C=CCOC(C)C. Its energy above the lowest of the compared OMol25 structures with the same formula, charge and spin is 38.24 kcal/mol.

Each line ends with the Mulliken charge.
CARTESIAN COORDINATES (ANGSTROEM)
C: -2.82 0.05 -0.04  -0.77
C: -1.81 -0.71 0.37  0.00
C: -0.81 -1.30 -0.58  -0.67
O: 0.41 -0.64 -0.80  -0.32
C: 1.27 -0.06 0.17  0.74
C: 2.36 0.48 -0.74  -1.47
C: 0.62 1.05 1.01  -1.34
H: -2.94 0.30 -1.09  0.24
H: -3.57 0.44 0.64  0.28
H: -1.70 -0.95 1.43  0.41
H: -0.64 -2.36 -0.34  0.26
H: -1.25 -1.27 -1.58  0.33
H: 1.69 -0.82 0.85  0.22
H: 2.88 -0.36 -1.23  0.33
H: 3.08 1.10 -0.22  0.42
H: 1.87 1.06 -1.53  0.34
H: -0.09 1.62 0.40  0.30
H: 1.39 1.73 1.40  0.41
H: 0.07 0.64 1.87  0.31


[7]
The following is a DFT calculation (ωB97M-V/def2-TZVPD) of a single C6H12O molecule in a non-equilibrium geometry.

As for the orbital gap (alpha / beta): 0.289 / 0.286 hartree. Its energy above the lowest of the compared OMol25 structures with the same formula, charge and spin is 138.62 kcal/mol.

Each line ends with the Mulliken charge.
CARTESIAN COORDINATES (ANGSTROEM)
C: 2.56 -0.32 0.16  -1.19
C: 1.52 0.44 -0.66  -0.34
C: 0.11 0.16 -0.20  0.08
C: -1.06 1.10 -0.65  -0.48
C: -2.34 0.49 -0.30  -0.95
C: -1.16 -1.22 0.71  -0.58
O: -0.24 -1.17 -0.37  -0.36
H: 2.51 -0.03 1.22  0.29
H: 2.37 -1.40 0.10  0.27
H: 3.57 -0.12 -0.20  0.38
H: 1.69 1.52 -0.59  0.29
H: 1.63 0.17 -1.72  0.31
H: -0.78 -0.08 1.09  0.38
H: -0.89 2.10 -0.25  0.32
H: -0.96 1.12 -1.74  0.30
H: -2.77 -0.23 -0.99  0.39
H: -3.05 1.03 0.33  0.30
H: -0.67 -1.74 1.54  0.32
H: -2.09 -1.76 0.48  0.28


[8]
The following is a DFT calculation (ωB97M-V/def2-TZVPD) of 2 unconnected molecules or ions with the total composition C6H12O.

As for the orbital gap: 0.347 hartree. Its energy above the lowest of the compared OMol25 structures with the same formula, charge and spin is 105.23 kcal/mol.

Each line ends with the Mulliken charge.
CARTESIAN COORDINATES (ANGSTROEM)
C: 2.47 -0.74 -0.28  -0.59
O: 1.64 -1.51 0.61  -0.13
C: 1.21 -1.07 1.75  -0.23
C: -0.37 1.34 -0.08  -0.64
C: -1.86 1.53 -0.11  -0.63
C: -1.28 0.20 0.28  0.25
C: -1.43 -0.99 -0.65  -1.25
H: 2.74 0.21 0.20  0.36
H: 1.90 -0.56 -1.19  0.20
H: 3.36 -1.33 -0.50  0.25
H: 1.65 -0.03 1.87  0.13
H: 0.19 1.83 0.71  0.24
H: 0.15 1.29 -1.04  0.22
H: -2.34 1.60 -1.08  0.24
H: -2.31 2.15 0.66  0.26
H: -1.32 -0.05 1.34  0.43
H: -2.41 -1.46 -0.53  0.34
H: -1.34 -0.67 -1.69  0.30
H: -0.67 -1.74 -0.44  0.25